DFT (ωB97M-V/def2-TZVPD) results for 21 unconnected molecules or ions with the total composition C86H203N5O24.

Geometry (Å):
C  18.1257  20.3226  11.9540
O  18.6640  19.6531  13.0759
C  18.9926  18.2986  12.8459
C  20.0696  17.8673  13.7949
O  21.2304  18.6436  13.6192
C  22.3276  18.1620  14.3924
H  17.1944  19.8088  11.7158
H  18.7003  20.3984  11.0308
H  17.9313  21.3738  12.1667
H  19.4118  18.0887  11.8619
H  18.0930  17.6886  12.9266
H  20.3121  16.8172  13.6316
H  19.6151  17.9718  14.7801
H  23.1263  18.8963  14.4976
H  22.7910  17.2742  13.9620
H  22.0753  18.0367  15.4454
C  17.7034  12.8528  21.9564
O  18.2013  13.2835  20.6805
C  17.5728  14.5193  20.1785
C  17.8986  15.7770  21.0098
O  17.4393  15.6876  22.3583
C  17.7414  16.7777  23.2098
H  16.6515  13.1255  22.0422
H  18.2134  13.2721  22.8237
H  17.9612  11.7945  21.9167
H  16.4889  14.4056  20.1570
H  17.9402  14.6642  19.1625
H  17.3251  16.6442  20.6824
H  18.9857  15.8565  21.0156
H  17.5054  17.7035  22.6851
H  18.7877  16.9012  23.4893
H  17.1696  16.6532  24.1294
C  20.2872  12.1228  16.4043
O  21.6792  11.9803  16.1882
C  22.3074  10.7743  16.6317
C  22.5146  10.9083  18.1606
O  21.3706  10.5834  18.9455
C  21.4115  11.0159  20.3383
H  20.0274  12.0672  17.4614
H  19.6544  11.3896  15.9044
H  19.9279  13.0893  16.0510
H  23.2852  10.6949  16.1567
H  21.8190  9.8430  16.3449
H  22.9672  11.8713  18.3970
H  23.2690  10.1624  18.4108
H  22.2553  10.6958  20.9496
H  20.5170  10.6520  20.8440
H  21.3912  12.0966  20.4794
C  24.1345  12.3807  22.2616
O  24.1418  13.4874  21.3697
C  25.3188  13.5511  20.5187
C  25.3521  14.7958  19.6421
O  25.2794  16.0377  20.2655
C  24.0144  16.3081  20.8941
H  23.2049  12.2935  22.8241
H  24.9897  12.4957  22.9275
H  24.3486  11.4288  21.7757
H  25.3074  12.6881  19.8530
H  26.2245  13.5476  21.1251
H  24.4269  14.7076  19.0725
H  26.1678  14.7738  18.9195
H  23.9189  17.3624  21.1537
H  23.9456  15.7710  21.8401
H  23.1398  16.1026  20.2770
C  16.4802  10.4672  19.3350
O  16.5020  10.4843  17.9317
C  17.1748  9.3224  17.2728
C  17.2630  9.5355  15.7827
O  16.0942  9.2317  15.0703
C  14.9920  10.2117  15.2313
H  15.9849  11.3286  19.7830
H  17.4338  10.2748  19.8267
H  15.8899  9.6081  19.6538
H  16.7486  8.3542  17.5358
H  18.2024  9.1476  17.5915
H  18.0494  8.9786  15.2732
H  17.5056  10.5788  15.5811
H  14.0224  9.7147  15.2003
H  14.9511  10.9208  14.4044
H  14.9856  10.8140  16.1397
C  21.3464  18.7450  21.8634
O  22.5036  19.4357  22.0719
C  22.2769  20.7082  22.5880
C  23.4914  21.5124  22.8689
O  24.2268  21.8456  21.7007
C  25.1114  20.7220  21.4130
H  20.8521  19.1319  20.9722
H  20.6292  18.8271  22.6801
H  21.5916  17.6912  21.7311
H  21.6234  20.8820  23.4430
H  21.7748  21.3553  21.8687
H  24.2025  21.0663  23.5642
H  23.2382  22.4383  23.3853
H  25.7654  20.4777  22.2500
H  25.7889  20.9465  20.5892
H  24.6234  19.8526  20.9724
C  21.3928  22.2192  12.6474
O  22.7674  22.6957  12.5588
C  23.7418  21.7859  13.0423
C  25.1691  22.3228  12.9993
O  25.7539  22.4717  11.6826
C  25.3824  23.7170  11.0648
H  20.6134  22.8564  12.2295
H  21.1425  22.0649  13.6970
H  21.3040  21.2401  12.1766
H  23.6707  20.9540  12.3416
H  23.4570  21.4089  14.0246
H  25.7288  21.5782  13.5653
H  25.2582  23.2439  13.5753
H  24.3862  23.7361  10.6228
H  26.1486  23.9163  10.3156
H  25.5272  24.5207  11.7867
C  17.8832  12.6842  13.4954
O  17.0312  11.7210  12.9713
C  17.6194  10.9872  11.8303
C  16.7413  9.9349  11.1730
O  15.5321  10.3012  10.6596
C  14.5746  10.6325  11.6616
H  17.5159  13.1776  14.3952
H  18.0588  13.4501  12.7399
H  18.8134  12.1899  13.7757
H  18.5836  10.5441  12.0793
H  17.8147  11.7094  11.0376
H  16.5844  9.1574  11.9206
H  17.2780  9.4850  10.3378
H  14.4986  9.8657  12.4326
H  13.5411  10.6091  11.3162
H  14.7570  11.6401  12.0351
C  15.3804  16.9716  10.3603
C  14.6848  17.1344  11.7316
O  15.0608  16.4504  12.7149
C  13.4647  18.0110  11.7794
H  16.3894  16.5874  10.5104
H  15.4803  17.9187  9.8302
H  14.7337  16.2456  9.8674
H  12.5998  17.4750  11.3884
H  13.6730  18.8280  11.0885
H  13.1425  18.3911  12.7488
C  19.3827  14.7462  10.3684
C  20.5486  14.9709  11.3376
O  20.5656  14.3672  12.4188
C  21.6042  15.9419  10.9119
H  18.9348  15.7361  10.2814
H  18.5798  14.0871  10.6987
H  19.7539  14.3696  9.4152
H  22.1142  16.3386  11.7897
H  21.2748  16.7642  10.2767
H  22.4369  15.5126  10.3548
C  16.3650  19.0960  15.0464
C  15.1695  18.9029  15.9006
O  14.7624  19.8289  16.6317
C  14.3076  17.6401  15.7133
H  17.0756  18.3484  15.3990
H  16.8023  20.0925  15.1088
H  16.1310  18.8305  14.0154
H  14.1231  17.2403  16.7104
H  14.9230  16.9455  15.1417
H  13.3714  17.8803  15.2094
C  20.9276  14.5424  23.4799
C  20.6166  13.9675  24.8694
O  20.2407  12.8023  24.9646
C  20.8524  14.8449  26.0326
H  20.3333  15.4078  23.1867
H  20.8210  13.7787  22.7095
H  21.9920  14.7699  23.4226
H  20.5211  14.3827  26.9624
H  20.2985  15.7733  25.8936
H  21.9146  15.0458  26.1723
C  22.1147  10.9893  12.6317
C  21.9026  10.9271  11.1043
O  21.1732  10.0637  10.5498
C  22.4669  12.0674  10.2834
H  21.9817  9.9907  13.0478
H  21.3477  11.5346  13.1817
H  23.1186  11.3332  12.8806
H  22.5218  12.9690  10.8935
H  21.7756  12.2682  9.4649
H  23.4354  11.7287  9.9154
C  26.3702  18.6221  17.9330
C  26.5185  17.8767  16.6303
O  25.5924  17.7759  15.8478
C  27.9414  17.3771  16.3424
H  26.9206  18.0951  18.7124
H  25.3296  18.6861  18.2511
H  26.8017  19.6231  17.9281
H  28.4894  17.3027  17.2817
H  28.5277  18.0931  15.7664
H  27.8340  16.4230  15.8264
C  14.5937  14.0818  15.9032
C  14.6563  14.1596  17.3973
O  15.4576  14.9559  17.8777
C  13.9053  13.1448  18.1992
H  14.9640  14.9950  15.4374
H  13.5750  13.8532  15.5900
H  15.2748  13.2638  15.6686
H  14.1849  12.1640  17.8145
H  12.8301  13.2896  18.0938
H  14.1360  13.2969  19.2536
C  24.9963  13.6052  16.4112
C  24.5422  13.4635  14.9635
O  25.1865  12.8050  14.1820
C  23.3348  14.2402  14.5230
H  25.9253  13.0609  16.5806
H  24.2019  13.0980  16.9587
H  25.0809  14.6400  16.7432
H  23.6326  15.2838  14.4214
H  22.5118  14.1442  15.2313
H  22.9690  13.8310  13.5813
C  19.5282  22.4782  16.4895
C  20.6759  21.7000  17.1376
N  21.3184  22.5206  18.1485
C  20.5409  22.5488  19.3944
C  20.7423  23.9044  20.1820
C  22.7014  22.1147  18.4695
C  23.5797  22.1820  17.2266
H  18.9649  21.8129  15.8352
H  19.9041  23.2810  15.8552
H  18.8353  22.8908  17.2229
H  20.3809  20.7538  17.5912
H  21.3219  21.4027  16.3115
H  19.4720  22.4859  19.1903
H  20.6620  21.6553  20.0069
H  20.6077  24.7118  19.4622
H  20.0707  24.0258  21.0319
H  21.7453  24.0359  20.5879
H  22.6953  21.2003  19.0627
H  23.1270  22.7168  19.2723
H  23.5803  21.1751  16.8093
H  24.6264  22.3722  17.4639
H  23.3128  22.7712  16.3493
C  10.4761  17.0863  18.1395
C  10.5370  17.7808  19.4732
N  11.3978  16.9938  20.4001
C  12.8534  17.1258  20.2292
C  13.6022  16.1674  21.0769
C  10.8779  17.1438  21.7768
C  11.2706  18.4146  22.4409
H  9.5092  17.2572  17.6661
H  10.4760  16.0001  18.2299
H  11.2949  17.3445  17.4680
H  10.8821  18.8042  19.3255
H  9.5099  17.8396  19.8332
H  13.1599  17.0296  19.1876
H  13.1943  18.1435  20.4193
H  13.6650  15.1709  20.6397
H  14.6472  16.4712  21.0161
H  13.4440  16.2461  22.1525
H  11.2187  16.2831  22.3524
H  9.7972  17.0094  21.7314
H  12.3459  18.5809  22.5052
H  10.8997  18.2196  23.4472
H  10.8305  19.3040  21.9899
C  27.2330  17.9498  27.5061
C  27.2586  17.2430  26.1419
N  25.9053  17.1012  25.5092
C  25.3007  18.3702  25.2330
C  23.8848  18.1088  24.5937
C  25.9476  16.1507  24.3731
C  26.6951  16.6953  23.1283
H  28.2615  17.9597  27.8669
H  26.5900  17.4727  28.2457
H  26.8982  18.9835  27.4199
H  27.9878  17.7875  25.5420
H  27.7060  16.2598  26.2874
H  25.1678  18.9369  26.1546
H  25.9958  18.9264  24.6041
H  23.9503  17.9587  23.5161
H  23.4224  17.2517  25.0833
H  23.2623  19.0000  24.6723
H  24.9528  15.7266  24.2370
H  26.5688  15.2777  24.5733
H  26.8602  16.0242  22.2854
H  27.6568  17.1300  23.4008
H  26.0912  17.4674  22.6515
C  14.9150  21.3037  22.2572
C  16.4058  21.6740  21.9562
N  16.6329  21.8733  20.5077
C  16.7213  20.5865  19.7312
C  17.9149  19.7178  20.0943
C  15.8967  22.9021  19.8032
C  16.1064  24.2732  20.4486
H  14.8069  21.0908  23.3207
H  14.6741  20.3766  21.7370
H  14.1395  22.0219  21.9910
H  16.5884  22.6023  22.4976
H  17.0443  20.9431  22.4522
H  15.8481  19.9456  19.8535
H  16.7797  20.7716  18.6587
H  18.8758  20.2158  19.9651
H  17.8702  19.4821  21.1576
H  17.9592  18.7426  19.6094
H  14.8574  22.5747  19.7761
H  16.2197  23.0296  18.7700
H  17.1691  24.3741  20.6690
H  15.5818  24.3906  21.3968
H  15.7436  25.0628  19.7904
C  21.0646  14.8060  18.7402
C  21.2206  15.6391  17.4358
N  20.4344  16.8712  17.4079
C  18.9465  16.7589  17.3081
C  18.4762  15.7490  16.2572
C  20.8557  17.8774  18.3678
C  22.2317  18.4586  18.1162
H  20.2484  14.0836  18.7335
H  20.8518  15.4059  19.6251
H  21.9614  14.2134  18.9211
H  22.2717  15.8433  17.2314
H  20.8995  14.9351  16.6681
H  18.6261  16.5162  18.3213
H  18.6331  17.7646  17.0280
H  17.4686  16.0106  15.9338
H  19.1047  15.6919  15.3685
H  18.4932  14.7532  16.7002
H  20.8152  17.4339  19.3627
H  20.1576  18.7144  18.3711
H  22.9178  17.6384  17.9050
H  22.5767  18.9068  19.0479
H  22.2456  19.1361  17.2624

frontier orbital gap	8.219	eV
DFT total energy	-5477.457880	Eh
highest occupied orbital energy	-7.92	eV

Atom charges from the Mulliken analysis, given in e for atoms 1 to 99: -1.0280, 0.3550, -0.9573, 1.2761, -0.2303, -0.5834, 0.1846, 0.3412, 0.3111, 0.5479, 0.1997, -0.3502, -0.5467, 0.2933, -0.0459, -0.0023, -0.8134, 0.2958, 0.6915, 0.7124, -0.5223, -0.2835, 0.3052, -0.0781, 0.2481, -0.0657, -0.6935, 0.3287, -0.2824, 0.0891, -0.1198, 0.3346, -0.5296, 0.9488, -1.3860, 0.0826, -0.3895, -0.5592, -0.1000, 0.5715, -0.4477, 0.3999, 0.4971, -0.4515, 0.7041, 0.3189, 0.3425, 0.0306, -1.1649, 0.3941, -1.3276, 0.4708, -0.4109, 0.5212, 0.2520, 0.3525, 0.3328, 0.5547, 0.4120, -0.7099, 0.6654, -0.5238, -0.1133, 0.2897, -0.7299, 0.0140, -1.0073, -0.0495, -0.4691, 0.3313, 0.0414, 0.2091, 0.4645, 0.4406, 0.4474, 0.5498, 0.0087, 0.4666, -0.0772, -0.5073, -0.3335, 1.1213, -0.2171, -0.7352, -0.3987, -0.8343, -0.4763, 0.5529, -0.3183, 0.4348, -0.3529, 0.0513, 0.5384, 0.3501, 0.4595, 0.1164, -0.3311, -0.4600, 0.3647